[1]
ORCA calculation (the ωB97M-V functional and the def2-TZVPD basis) on a structure of composition C36H36FFeN8O5S at a distorted geometry.

Properties
ΔE to the lowest compared entry with this formula, charge and spin	0.0	kcal/mol
⟨S²⟩	6.009
2S+1	5
HOMO-LUMO gap (spin up / spin down)	5.4 / 5.4	eV
net charge	+1

Atoms and positions in Å:
Fe 2.89168 -0.67102 0.19104
O 1.86668 6.29842 1.52542
C 2.80749 5.91705 0.81337
O 3.67369 6.48917 0.14285
C 2.92361 4.33268 0.75869
C 3.80961 3.70908 -0.10137
C 3.82301 2.31883 -0.16130
N 3.00011 1.58446 0.58491
C 2.19364 2.17714 1.46457
C 2.11841 3.55674 1.57516
C 1.46101 1.24858 2.34926
C 0.46666 1.65710 3.23604
C -0.09583 0.72254 4.08779
C 0.32285 -0.59914 4.01927
C 1.28801 -0.92702 3.08238
N 1.84966 -0.02836 2.27989
C 4.77075 1.54112 -0.98953
C 5.54780 2.10825 -1.99064
C 6.44091 1.30755 -2.68242
C 6.53452 -0.03532 -2.35708
C 5.70328 -0.52690 -1.36518
N 4.84841 0.23739 -0.69460
H 4.47678 4.32362 -0.68942
H 1.46730 4.05602 2.27842
H 0.14177 2.68672 3.26114
H -0.84700 1.02465 4.80610
H -0.08638 -1.35583 4.67402
H 1.63750 -1.94745 2.96514
H 5.44843 3.15631 -2.23209
H 7.05153 1.72629 -3.47100
H 7.23194 -0.68886 -2.86094
H 5.72021 -1.57426 -1.08846
C -3.01067 1.71999 -4.19636
C -2.88771 0.24151 -3.84229
N -1.93596 -0.00077 -2.75688
C -0.65201 -0.29721 -3.07503
C 0.31154 -0.63145 -2.18051
C 1.72041 -0.86990 -2.71937
O 1.86173 -0.87400 -3.93256
O 2.62863 -0.98694 -1.83513
C -0.02732 -0.76152 -0.79995
O 0.72359 -1.23338 0.07795
C -1.35460 -0.26846 -0.44307
C -1.69861 -0.15141 0.90414
C -2.95299 0.25546 1.26347
F -3.25980 0.31351 2.57941
C -3.91642 0.59523 0.31022
C -3.56451 0.51772 -1.02840
C -2.29871 0.07833 -1.43096
N -5.23652 1.03767 0.62210
C -5.45185 1.75813 1.86861
C -6.74670 2.54925 1.75519
N -7.86604 1.57862 1.51522
C -7.62395 0.79101 0.26206
C -6.29274 0.06420 0.39671
H -3.75172 1.85444 -4.98394
H -2.05584 2.10062 -4.55808
H -3.30840 2.31415 -3.33178
H -2.53971 -0.31661 -4.70859
H -3.85438 -0.17322 -3.55722
H -0.38355 -0.26294 -4.12448
H -0.96200 -0.40288 1.65759
H -4.29605 0.85987 -1.74758
H -4.62864 2.44699 2.04140
H -5.51842 1.08950 2.73998
H -6.70710 3.22643 0.90452
H -6.94660 3.11107 2.66560
H -8.76307 2.06108 1.47486
H -7.89701 0.92783 2.30348
H -7.58726 1.49661 -0.56552
H -8.44727 0.09554 0.10984
H -6.09922 -0.49660 -0.51462
H -6.36379 -0.66339 1.22452
C 5.15323 -5.69434 1.01214
N 3.84908 -5.27626 0.55773
C 2.81178 -6.23336 0.19019
C 1.64481 -5.32968 -0.23690
N 2.06584 -4.02908 0.27211
C 3.36531 -4.03279 0.63288
S 4.22832 -2.67974 1.11994
H 5.49767 -6.52425 0.39737
H 5.13561 -6.00808 2.05893
H 5.84629 -4.86218 0.91438
H 2.55308 -6.86406 1.04520
H 3.15585 -6.87584 -0.61997
H 0.70120 -5.63564 0.21122
H 1.52701 -5.31197 -1.32219
H 1.61816 -3.16229 0.01099

Atomic forces in eV per Å
0.31 0.97 -0.33
-0.01 0.18 -0.06
0.20 -0.79 0.07
-0.15 0.14 0.01
-0.12 0.78 -0.08
0.03 -0.35 0.00
-0.11 0.34 0.02
-0.10 -0.73 -0.14
-0.01 0.40 -0.04
-0.02 -0.45 0.00
-0.04 -0.17 0.11
-0.06 -0.05 0.05
0.07 0.04 -0.01
0.01 0.00 0.00
0.02 -0.08 0.09
0.06 -0.32 -0.23
0.15 -0.19 -0.12
-0.04 0.04 0.02
-0.03 -0.05 0.02
0.00 0.06 0.03
0.12 -0.03 -0.02
-0.14 -0.24 0.05
-0.03 0.08 0.04
0.02 0.11 -0.03
0.07 0.03 0.00
-0.02 0.00 -0.02
0.01 -0.01 -0.01
0.00 0.02 0.02
0.00 0.01 0.02
0.01 0.02 0.01
-0.04 -0.03 -0.01
-0.02 0.01 -0.03
0.04 -0.10 0.06
-0.15 0.37 -0.11
0.28 -0.18 -0.19
-0.30 0.14 0.02
0.31 -0.16 0.19
-0.33 0.26 -0.11
0.03 -0.14 0.07
0.42 -0.17 0.62
0.13 0.19 -0.44
0.01 -0.14 0.34
-0.36 -0.02 -0.01
0.01 -0.04 0.00
0.21 -0.09 0.05
-0.14 0.03 0.02
0.06 0.08 -0.31
-0.21 0.07 0.13
0.17 -0.05 0.29
-0.01 -0.09 0.20
-0.09 -0.01 -0.18
0.47 0.14 0.09
0.03 0.03 -0.04
0.18 -0.30 -0.30
-0.08 0.14 0.12
0.00 0.00 0.00
-0.01 0.04 0.02
0.01 0.02 -0.02
0.00 -0.07 0.04
0.04 -0.09 0.00
-0.02 -0.05 -0.01
-0.07 -0.05 -0.01
0.04 -0.04 -0.03
-0.01 0.05 0.03
0.06 0.01 0.01
-0.11 0.00 -0.01
-0.13 -0.06 0.00
-0.05 0.00 0.01
-0.12 0.02 0.05
-0.05 0.07 0.05
-0.05 0.04 0.12
-0.02 0.02 -0.03
0.04 -0.03 -0.04
0.10 0.03 0.08
-0.07 0.06 -0.04
-0.04 -0.06 0.01
-0.01 0.03 -0.05
0.14 -0.14 0.03
-0.43 -0.14 -0.18
-0.03 0.59 0.01
-0.01 0.01 -0.02
-0.04 -0.03 -0.02
0.00 -0.02 -0.01
0.01 0.02 0.01
0.02 -0.02 0.03
0.00 -0.02 -0.02
0.03 0.04 0.00
-0.09 0.08 0.04

[2]
ORCA calculation (the ωB97M-V functional and the def2-TZVPD basis) on a structure of composition C36H36FI2N3O4SScSi.

Properties
ΔE to the lowest compared entry with this formula, charge and spin	6.0	kcal/mol
HOMO-LUMO gap	7.0	eV
net charge	-1

Atoms and positions in Å:
Sc -0.09413 0.69021 0.27797
I 7.10424 0.09070 3.52205
C 5.20682 0.54269 2.78050
C 4.72860 1.84193 2.86137
C 3.46461 2.12422 2.37507
I 2.73567 4.07412 2.46270
C 2.63811 1.14012 1.79168
O 1.45666 1.41232 1.36790
C 3.16618 -0.17418 1.71285
C 2.39365 -1.26686 1.00971
N 0.95642 -1.28014 1.28454
C 0.59457 -1.58435 2.66112
C 0.08639 -0.39370 3.43661
C 0.28425 -0.29293 4.80703
C -0.26662 0.77762 5.48857
C -1.00031 1.71574 4.78248
C -1.13609 1.54900 3.41389
N -0.60308 0.52026 2.75661
C 4.42754 -0.45427 2.21312
H 5.32912 2.62726 3.29859
H 2.84908 -2.22963 1.28305
H 2.51023 -1.15415 -0.07265
H 0.48159 -1.96177 0.68121
H 1.43861 -2.02741 3.20318
H -0.20878 -2.32727 2.63172
H 0.87550 -1.04066 5.32014
H -0.11547 0.88390 6.55572
H -1.44255 2.57409 5.26808
H -1.66829 2.27114 2.80906
H 4.80594 -1.46789 2.14783
C -4.36471 -0.91469 -2.60277
Si -4.60371 -2.39183 -1.48943
C -5.60870 -3.65439 -2.45949
C -5.63531 -1.95684 0.00312
C -2.96817 -3.22974 -1.07644
C -2.66569 -4.47921 -1.58955
C -1.44522 -5.09495 -1.31159
C -0.57168 -4.41182 -0.49314
N -0.81524 -3.20624 0.02038
C -1.97743 -2.59847 -0.27033
S -2.29421 -1.00615 0.36534
H -5.32876 -0.55843 -2.97609
H -3.74704 -1.18414 -3.46315
H -3.87021 -0.10296 -2.07044
H -6.58754 -3.22970 -2.69613
H -5.77348 -4.57119 -1.88813
H -5.13213 -3.92452 -3.40491
H -6.64775 -1.70225 -0.32343
H -5.21007 -1.11508 0.54556
H -5.70433 -2.80348 0.69034
H -3.38633 -4.99376 -2.21513
H -1.19032 -6.06769 -1.70945
H 0.38477 -4.85270 -0.22385
C 5.31488 3.92481 -2.25403
O 5.24236 2.75153 -3.04709
C 4.15526 1.95335 -2.87872
C 4.20106 0.73677 -3.60130
C 3.17030 -0.14592 -3.45847
C 2.07638 0.11105 -2.60254
C 1.05551 -0.87088 -2.35611
C 0.85988 -2.06930 -3.25203
O 0.30234 -0.80642 -1.37030
C 2.00738 1.36526 -1.92092
O 1.01056 1.69879 -1.19453
C 3.08741 2.27618 -2.07856
H 6.28534 4.36875 -2.45977
H 5.23489 3.68482 -1.19157
H 4.52545 4.63047 -2.52375
H 5.05527 0.52904 -4.22896
H 3.21875 -1.08947 -3.98710
H 1.34279 -1.97859 -4.22093
H -0.21281 -2.20912 -3.38317
H 1.23516 -2.95732 -2.73928
H 3.02251 3.19910 -1.52306
F -4.00769 5.80556 0.27124
C -3.20442 4.69905 0.26074
C -3.75013 3.47700 0.59056
C -2.91176 2.36204 0.57723
C -1.55116 2.42857 0.24558
C -1.07224 3.70318 -0.08569
C -1.87655 4.84179 -0.07925
H -4.80002 3.40530 0.84677
H -3.35650 1.40553 0.83999
H -0.02682 3.81844 -0.35444
H -1.48861 5.82074 -0.33353

Atomic forces in eV per Å
0.22 -0.61 0.07
0.08 -0.02 0.03
-0.07 0.07 0.00
-0.02 -0.04 -0.03
0.14 -0.01 0.06
-0.05 -0.01 -0.02
-0.14 -0.16 0.02
0.27 0.48 0.00
0.15 -0.12 0.04
-0.06 0.04 0.12
-0.18 0.21 -0.15
0.08 0.02 0.01
-0.04 -0.06 -0.02
0.02 -0.01 -0.01
0.01 0.02 0.06
0.00 -0.03 -0.04
0.09 -0.01 0.09
-0.08 0.17 -0.23
-0.07 0.02 -0.02
0.01 0.00 0.00
0.02 0.00 -0.03
0.01 0.04 -0.01
0.09 -0.10 0.08
-0.02 -0.03 0.00
-0.04 0.02 0.00
0.00 0.00 0.01
0.00 0.00 0.00
-0.01 0.00 0.01
-0.01 0.01 0.00
0.01 0.00 0.00
0.03 0.07 -0.05
0.11 0.01 0.02
-0.04 -0.07 -0.08
-0.07 -0.01 0.09
0.11 0.01 0.01
0.00 -0.04 0.03
-0.03 0.06 0.02
0.05 -0.04 0.01
-0.06 -0.09 -0.07
-0.09 0.16 -0.04
0.06 -0.02 0.02
0.00 0.01 0.00
-0.01 0.02 -0.02
0.01 0.02 0.00
-0.01 -0.01 0.00
-0.02 -0.01 0.00
0.00 -0.01 -0.01
-0.01 0.01 0.03
0.00 0.01 0.00
-0.01 0.00 0.00
0.00 -0.01 -0.02
0.00 -0.01 0.01
0.02 0.00 0.00
-0.05 -0.05 -0.04
0.01 -0.02 0.03
0.05 0.10 0.00
-0.09 0.01 0.05
0.03 0.02 0.00
-0.02 -0.14 -0.08
0.05 0.07 0.12
0.02 0.01 -0.01
-0.13 0.08 -0.08
-0.13 0.03 0.14
-0.10 0.07 -0.09
0.08 -0.10 -0.11
0.00 0.00 0.00
0.01 0.01 0.01
-0.01 0.01 0.02
0.02 0.01 0.00
0.00 0.00 0.00
-0.02 0.00 0.00
-0.01 -0.01 0.01
0.01 -0.01 0.00
0.01 0.03 0.01
0.04 -0.05 0.00
-0.05 0.05 0.01
0.07 -0.03 -0.01
-0.10 0.11 -0.04
-0.11 -0.19 0.03
-0.01 0.07 0.05
0.01 -0.03 0.00
-0.01 0.00 0.00
0.00 0.01 -0.01
-0.01 0.02 -0.01
-0.01 0.01 0.00

The lowest ΔE to the lowest compared entry with this formula, charge and spin belongs to which entry? C36H36FFeN8O5S

ΔE to the lowest compared entry with this formula, charge and spin of number 1 (C36H36FFeN8O5S)? 0.0 kcal/mol